(1)
61
Properties=species:S:1:pos:R:3:forces:R:3 method="wB97M-V/def2-TZVPD" smiles="COCCN(CCOC)S(=O)(=O)c1ccc(C(=O)Nc2nc3c(s2)CCc2ccccc2-3)cc1" lumo_energy_ha=0.015 fmax_ha_per_bohr=0.0269 orbital_gap_ev=8.29 total_energy_ev=-61704.139 homo_ev=-7.87
C 7.799 -0.051 -0.406 0.05 -0.01 -0.05
H 7.610 -0.587 -1.343 0.03 0.01 0.02
O 6.607 0.161 0.307 -0.20 0.00 0.23
C 5.670 0.932 -0.416 -0.15 0.21 -0.04
C 4.375 1.063 0.393 0.58 0.30 -0.36
N 3.561 -0.124 0.390 -0.69 -0.27 -0.93
S 2.600 -0.320 -0.950 0.07 0.22 0.33
O 3.285 0.075 -2.152 -0.11 0.24 0.13
O 2.055 -1.648 -0.911 -0.09 0.02 0.20
C 1.299 0.876 -0.647 0.41 -0.26 -0.17
C 0.767 1.001 0.624 -0.13 0.09 0.22
C -0.261 1.900 0.838 0.13 0.11 -0.18
C -0.753 2.662 -0.219 0.66 0.09 -0.09
C -0.192 2.544 -1.485 -0.13 0.05 0.24
C 0.834 1.639 -1.700 0.08 -0.05 -0.17
H 1.289 1.517 -2.671 0.01 0.07 -0.14
H -0.566 3.151 -2.295 -0.01 0.06 -0.09
C -1.839 3.657 0.017 0.00 0.02 -0.01
O -1.682 4.854 -0.020 0.10 0.05 -0.08
N -3.078 3.132 0.314 -0.29 0.69 0.19
C -3.462 1.819 0.261 -1.02 -0.84 0.27
N -2.752 0.840 -0.155 0.45 0.31 -0.28
C -3.422 -0.342 -0.074 -1.31 0.09 0.43
C -4.696 -0.265 0.416 0.41 0.18 -0.20
S -5.089 1.376 0.812 0.74 -0.14 -0.25
C -5.558 -1.460 0.619 -0.12 -0.15 0.02
H -6.615 -1.199 0.544 0.00 -0.08 0.03
C -5.193 -2.513 -0.433 -0.08 0.08 0.08
C -3.705 -2.719 -0.557 0.07 0.01 0.00
C -3.165 -3.957 -0.864 0.03 0.00 0.02
C -1.799 -4.108 -1.051 0.00 -0.07 -0.02
C -0.953 -3.017 -0.940 0.07 -0.04 -0.02
C -1.475 -1.775 -0.628 -0.12 -0.01 0.00
C -2.842 -1.622 -0.435 0.19 -0.31 -0.05
H -0.830 -0.916 -0.532 0.07 0.11 0.00
H 0.110 -3.115 -1.095 0.09 -0.05 -0.02
H -1.398 -5.082 -1.289 0.05 -0.08 -0.03
H -3.819 -4.812 -0.963 -0.07 -0.08 0.00
H -5.686 -3.457 -0.196 0.01 0.00 -0.06
H -5.567 -2.180 -1.408 -0.06 0.00 0.03
H -5.385 -1.861 1.625 -0.08 -0.01 -0.02
H -3.798 3.812 0.528 0.27 -0.02 -0.07
H -0.687 2.009 1.824 -0.07 -0.03 0.11
H 1.157 0.396 1.428 0.04 -0.03 0.16
C 3.991 -1.281 1.144 -0.34 -0.54 0.52
H 5.082 -1.323 1.184 -0.12 -0.03 -0.07
H 3.617 -2.159 0.616 0.19 -0.09 0.16
C 3.435 -1.255 2.577 0.22 0.00 -0.19
O 2.034 -1.181 2.661 -0.02 0.14 0.01
C 1.349 -2.337 2.218 -0.04 -0.05 -0.02
H 1.742 -3.233 2.711 -0.02 -0.02 0.01
H 0.307 -2.197 2.500 -0.01 -0.09 -0.03
H 1.411 -2.455 1.133 -0.02 -0.05 0.08
H 3.803 -2.148 3.107 0.02 0.09 -0.01
H 3.793 -0.363 3.096 0.09 -0.09 0.01
H 4.622 1.320 1.426 -0.10 0.07 -0.03
H 3.771 1.861 -0.042 0.15 0.19 0.14
H 6.083 1.936 -0.604 -0.05 -0.06 0.00
H 5.443 0.462 -1.382 0.10 0.10 0.10
H 8.443 -0.650 0.235 0.06 0.01 -0.08
H 8.295 0.899 -0.638 0.01 -0.03 0.00

=====

(2)
61
Properties=species:S:1:pos:R:3:forces:R:3 method="wB97M-V/def2-TZVPD" smiles="COCCN(CCOC)S(=O)(=O)c1ccc(C(=O)Nc2nc3c(s2)CCc2ccccc2-3)cc1" lumo_energy_ha=0.008 fmax_ha_per_bohr=0.0254 orbital_gap_ev=8.36 total_energy_ev=-61704.241 homo_ev=-8.15
C -5.347 2.211 -2.072 -0.06 0.04 0.01
H -5.983 1.376 -1.782 -0.07 0.07 -0.01
O -4.032 1.720 -2.124 0.20 -0.14 -0.01
C -3.093 2.708 -2.499 0.22 0.04 -0.17
C -1.680 2.119 -2.493 -0.46 0.45 -0.39
N -1.107 2.005 -1.174 0.45 0.95 0.41
S -0.474 3.375 -0.475 0.12 -0.38 -0.01
O -0.231 4.328 -1.519 0.07 -0.15 -0.23
O -1.244 3.798 0.663 0.15 -0.22 0.04
C 1.099 2.743 0.110 -0.49 0.15 -0.07
C 1.534 3.006 1.394 -0.14 0.10 0.09
C 2.770 2.532 1.804 0.22 -0.10 -0.17
C 3.545 1.779 0.932 -0.28 0.54 -0.13
C 3.095 1.524 -0.362 -0.03 0.19 0.07
C 1.870 2.013 -0.775 0.20 -0.06 -0.08
H 1.500 1.837 -1.772 0.03 -0.10 -0.15
H 3.710 0.959 -1.047 0.03 -0.09 -0.06
C 4.904 1.315 1.330 -0.04 -0.03 -0.02
O 5.785 2.041 1.721 -0.01 0.13 0.10
N 5.132 -0.032 1.137 0.75 0.05 -0.04
C 4.162 -0.993 1.022 -0.12 -1.22 -0.35
N 2.970 -0.901 1.481 0.09 0.53 0.55
C 2.233 -2.010 1.200 0.60 -0.82 -0.81
C 2.883 -2.985 0.494 -0.01 0.41 0.12
S 4.514 -2.505 0.167 -0.53 0.57 0.34
C 2.252 -4.284 0.138 -0.06 -0.20 -0.01
H 2.441 -5.011 0.937 0.00 -0.04 -0.06
C 0.744 -4.061 -0.023 0.14 -0.05 -0.03
C 0.157 -3.292 1.129 -0.02 0.07 0.05
C -1.112 -3.556 1.614 -0.01 0.02 0.04
C -1.659 -2.781 2.627 -0.09 -0.01 0.01
C -0.940 -1.723 3.160 -0.07 0.04 0.05
C 0.331 -1.446 2.690 0.06 -0.08 -0.11
C 0.882 -2.227 1.682 -0.34 -0.07 0.20
H 0.911 -0.631 3.092 0.06 0.11 0.06
H -1.371 -1.118 3.943 -0.04 0.05 0.08
H -2.648 -3.004 2.997 -0.08 -0.01 0.03
H -1.683 -4.374 1.196 -0.05 -0.09 -0.05
H 0.566 -3.477 -0.933 0.02 -0.04 -0.04
H 0.238 -5.021 -0.136 -0.03 0.04 -0.02
H 2.677 -4.685 -0.783 -0.05 -0.06 0.03
H 6.093 -0.340 1.232 -0.15 0.18 0.05
H 3.137 2.738 2.798 0.02 0.04 0.10
H 0.900 3.582 2.049 -0.03 0.04 0.14
C -1.669 1.045 -0.252 0.16 -0.87 0.28
H -2.744 0.945 -0.419 0.08 0.11 0.13
H -1.508 1.431 0.756 -0.16 -0.23 0.08
C -0.981 -0.322 -0.365 -0.11 0.26 0.37
O -1.161 -0.979 -1.596 0.10 0.02 -0.31
C -2.462 -1.486 -1.796 0.04 -0.01 0.01
H -2.418 -2.085 -2.704 -0.10 -0.02 0.02
H -2.764 -2.121 -0.954 -0.02 -0.01 0.00
H -3.199 -0.688 -1.927 -0.03 -0.01 0.00
H 0.100 -0.193 -0.263 -0.08 0.01 0.09
H -1.346 -0.957 0.454 0.06 0.02 -0.02
H -1.684 1.130 -2.955 0.07 0.06 0.01
H -1.026 2.789 -3.052 -0.13 -0.14 -0.20
H -3.334 3.078 -3.507 0.03 0.01 0.07
H -3.128 3.556 -1.800 -0.06 -0.02 -0.10
H -5.666 2.590 -3.051 -0.02 -0.01 0.02
H -5.440 3.017 -1.335 -0.03 -0.02 -0.01

=====

(3)
56
Properties=species:S:1:pos:R:3:forces:R:3 method="wB97M-V/def2-TZVPD" smiles=Cc1ccc(C)c(-n2cc(CNCCCn3cccn3)c(-c3ccccc3)n2)c1 lumo_energy_ha=0.026 fmax_ha_per_bohr=0.0173 orbital_gap_ev=9.20 total_energy_ev=-32776.472 homo_ev=-8.49
C 2.991 3.359 5.290 -0.01 0.02 -0.04
C 2.071 2.191 5.106 -0.08 -0.11 -0.01
C 1.399 2.014 3.907 -0.08 -0.07 0.05
C 0.539 0.941 3.713 0.50 0.19 0.71
C 0.355 -0.016 4.715 -0.02 0.04 -0.17
C 1.025 0.181 5.915 -0.01 0.09 -0.05
C 1.860 1.264 6.118 0.00 0.00 -0.03
H 2.362 1.380 7.067 0.07 0.02 0.09
H 0.895 -0.544 6.707 -0.01 -0.09 0.06
C -0.493 -1.239 4.532 -0.02 -0.01 0.01
H -1.522 -1.049 4.840 -0.10 -0.07 -0.04
H -0.500 -1.564 3.494 -0.05 -0.08 -0.02
H -0.110 -2.049 5.149 -0.01 -0.05 0.02
N -0.104 0.856 2.466 -0.51 -0.25 -0.43
C -1.393 0.544 2.194 -0.11 0.16 -0.42
C -1.583 0.691 0.839 0.08 -0.12 0.26
C -0.311 1.099 0.357 -0.36 -0.07 0.71
N 0.553 1.188 1.357 0.66 0.19 -0.38
C 0.112 1.353 -1.019 0.16 0.05 -0.23
C -0.644 2.153 -1.872 0.19 0.03 0.07
C -0.251 2.337 -3.186 -0.09 0.05 -0.09
C 0.900 1.730 -3.661 0.04 0.00 -0.08
C 1.671 0.956 -2.810 0.08 0.00 -0.11
C 1.282 0.768 -1.496 -0.09 0.01 0.07
H 1.876 0.167 -0.825 0.04 -0.07 0.07
H 2.580 0.496 -3.171 0.07 -0.03 -0.02
H 1.198 1.868 -4.690 0.03 0.02 -0.07
H -0.845 2.957 -3.842 -0.04 0.05 -0.04
H -1.526 2.653 -1.496 -0.09 0.01 0.04
C -2.850 0.389 0.086 -0.22 0.11 -0.02
N -2.693 -0.149 -1.252 0.06 0.12 -0.22
H -2.286 0.560 -1.855 -0.14 -0.19 0.07
C -1.880 -1.349 -1.327 0.09 -0.03 -0.14
C -1.522 -1.637 -2.781 0.02 -0.17 0.29
H -1.046 -0.749 -3.207 0.02 0.05 -0.03
H -2.430 -1.839 -3.350 0.01 0.01 -0.08
C -0.557 -2.817 -2.906 -0.36 0.32 0.45
N -0.141 -3.007 -4.268 0.38 0.12 -0.34
C 0.684 -2.217 -4.984 0.08 -0.04 -0.18
C 0.754 -2.755 -6.248 0.05 0.11 0.05
C -0.081 -3.879 -6.194 0.10 0.18 0.03
N -0.613 -4.013 -4.994 -0.52 -0.65 0.15
H -0.307 -4.584 -6.969 -0.08 -0.16 -0.12
H 1.319 -2.398 -7.084 0.13 0.11 -0.12
H 1.153 -1.356 -4.552 0.07 0.18 0.12
H 0.326 -2.638 -2.283 -0.07 -0.09 -0.06
H -1.040 -3.743 -2.587 0.14 0.06 -0.04
H -2.462 -2.177 -0.906 0.09 -0.05 0.02
H -0.947 -1.264 -0.743 -0.09 -0.06 -0.02
H -3.453 1.300 -0.003 -0.03 -0.13 0.06
H -3.430 -0.334 0.670 -0.04 0.15 0.00
H -2.094 0.287 2.961 -0.10 -0.11 0.21
H 1.537 2.710 3.093 0.00 0.08 -0.07
H 3.788 3.330 4.549 0.09 0.05 -0.01
H 3.436 3.353 6.281 0.05 0.05 0.05
H 2.448 4.293 5.157 0.03 0.10 0.02

=====

(4)
64
Properties=species:S:1:pos:R:3:forces:R:3 method="wB97M-V/def2-TZVPD" lumo_energy_ha="-0.122 / -0.121" fmax_ha_per_bohr=0.0172 orbital_gap_ev="8.93 / 8.91" charge=+1 spin_multiplicity=2 total_energy_ev=-201394.826 homo_ev="-12.24 / -12.21"
Co 1.028 -0.234 -0.091 0.81 -0.14 0.31
C 2.195 -3.470 -1.169 -0.05 -0.01 -0.03
As 0.798 -2.567 -0.194 0.03 0.15 0.02
C -0.840 -3.328 -0.891 0.04 -0.02 -0.04
C 0.865 -3.249 1.618 0.01 -0.02 0.01
C 0.888 -4.613 1.891 0.00 0.05 -0.03
C 0.924 -5.057 3.203 -0.01 -0.05 -0.02
C 0.934 -4.144 4.249 0.00 0.01 0.06
C 0.911 -2.784 3.987 -0.01 0.02 -0.04
C 0.876 -2.333 2.670 0.05 -0.06 0.00
As 0.857 -0.452 2.237 -0.44 0.07 -0.15
C -0.658 0.267 3.206 0.07 -0.01 0.08
C 2.376 0.302 3.164 -0.02 0.00 -0.03
H 3.160 -3.090 -0.843 0.00 -0.03 0.03
H 2.081 -3.236 -2.227 0.00 0.00 0.00
H 2.129 -4.546 -1.023 0.03 0.00 0.02
H -0.804 -4.412 -0.785 -0.02 0.00 -0.01
H -0.934 -3.069 -1.944 0.00 0.01 0.00
H -1.692 -2.937 -0.339 0.00 0.01 0.00
H 0.880 -5.336 1.083 0.00 0.00 0.00
H 0.944 -6.118 3.413 0.00 0.00 0.00
H 0.962 -4.494 5.272 0.00 0.00 0.00
H 0.921 -2.081 4.811 0.00 0.00 0.00
H -0.567 0.029 4.265 -0.01 0.01 0.00
H -1.581 -0.158 2.817 0.01 0.00 -0.02
H -0.679 1.350 3.086 -0.01 0.00 0.02
H 2.330 0.049 4.221 0.01 0.00 0.00
H 2.352 1.385 3.047 0.00 0.00 0.01
H 3.296 -0.087 2.731 0.00 -0.01 0.01
O 3.076 -0.888 -3.497 0.01 -0.02 0.03
C 2.148 -0.514 -2.815 0.06 0.00 0.03
O 2.239 -0.229 -1.545 -0.50 0.02 -0.22
C 0.784 -0.336 -3.463 0.05 -0.01 0.02
C 0.636 -0.651 -4.813 0.01 -0.01 0.01
C -0.581 -0.480 -5.457 0.01 0.00 0.02
C -1.678 0.024 -4.770 -0.01 0.00 -0.01
C -1.511 0.333 -3.434 0.00 -0.01 0.02
C -0.309 0.158 -2.776 -0.12 -0.03 0.02
N -2.632 0.898 -2.667 0.00 0.05 0.01
O -2.433 1.151 -1.482 -0.01 0.01 0.02
O -3.677 1.094 -3.235 -0.01 -0.01 -0.01
H 1.503 -1.024 -5.341 -0.01 0.00 -0.01
H -0.678 -0.730 -6.505 0.00 0.00 0.00
H -2.632 0.183 -5.250 0.00 -0.01 0.00
H -0.273 0.439 -1.734 0.05 0.09 -0.08
O -4.209 3.266 1.955 0.02 -0.03 -0.04
C -3.891 4.164 0.902 -0.02 0.02 0.03
N -2.620 3.774 0.368 0.06 0.00 0.01
C -1.473 4.426 0.689 0.02 -0.05 0.00
O -1.413 5.482 1.280 -0.01 0.02 0.01
C -0.201 3.738 0.265 -0.01 -0.03 -0.01
C 0.912 4.494 -0.084 0.01 0.01 0.01
C 2.084 3.846 -0.430 0.01 -0.01 0.00
C 2.127 2.462 -0.396 0.01 0.04 -0.01
N 1.071 1.737 -0.015 -0.08 -0.05 0.00
C -0.070 2.365 0.303 -0.02 0.06 0.02
H -5.138 3.372 2.184 0.01 0.02 0.02
H -3.794 5.186 1.266 -0.02 0.01 -0.01
H -4.642 4.114 0.112 -0.01 0.00 0.00
H -2.586 2.943 -0.203 -0.01 -0.03 -0.02
H 0.839 5.574 -0.074 -0.01 0.00 0.00
H 2.963 4.399 -0.728 0.00 0.00 0.00
H 3.008 1.906 -0.685 0.00 -0.02 0.00
H -0.900 1.738 0.610 0.02 -0.01 -0.02